C34H39ClFIInN6O | ωB97M-V/def2-TZVPD

Element x y z (Å)
1 C -6.764 -5.382 -3.367
2 C -8.553 -6.486 -2.493
3 C -6.638 -4.581 -2.244
4 C 3.397 -4.445 0.761
5 C -7.535 -4.764 -1.205
6 C -3.415 0.443 -0.407
7 C 8.642 2.548 1.331
8 H 2.317 -2.781 -1.973
9 H 9.480 1.595 3.073
10 H -5.859 -3.833 -2.186
11 C 2.762 5.698 0.399
12 H -0.334 -1.014 -2.071
13 H -4.576 -4.283 -6.037
14 C 4.907 5.687 -0.650
15 C -2.332 -0.359 0.400
16 H -7.472 -4.157 -0.311
17 C 2.538 4.452 -0.166
18 N -7.700 -6.327 -3.509
19 C -4.234 -2.223 -5.529
20 C 3.458 -3.621 -0.352
21 H 2.006 6.163 1.018
22 C 4.584 4.445 -1.170
23 C -3.544 -4.057 -4.164
24 H 1.602 3.926 0.006
25 N 6.273 1.286 2.086
26 H -1.099 0.521 -1.665
27 C -3.685 -1.379 -4.575
28 H 4.185 7.298 0.577
29 C -3.030 -3.128 -3.273
30 H -4.707 -1.820 -6.415
31 Cl -4.738 4.130 -0.064
32 H -0.446 6.173 7.022
33 H 0.738 1.071 -0.225
34 C -4.160 -3.590 -5.316
35 H 2.086 -5.686 1.936
36 H 1.044 2.180 7.474
37 H -2.542 -3.442 -2.356
38 H -0.140 3.421 3.750
39 H 5.408 2.166 0.449
40 H 0.218 -3.914 -1.244
41 C 8.600 1.747 2.461
42 F -2.274 2.916 -2.610
43 H 1.545 -0.163 -1.184
44 C -0.361 4.932 5.269
45 H 7.480 3.329 -0.305
46 In -2.857 2.623 -0.639
47 N 1.061 -4.848 0.372
48 H 9.563 3.039 1.038
49 H 4.389 -3.144 -0.633
50 C 2.182 -5.032 1.076
51 H 5.864 6.144 -0.866
52 C 0.323 4.209 7.439
53 H -1.774 0.284 1.107
54 H 7.318 0.503 3.664
55 C -0.636 -0.375 -1.220
56 H -3.465 -5.117 -3.961
57 H -0.756 5.680 4.595
58 C 3.972 6.325 0.152
59 H -6.089 -5.272 -4.206
60 I -0.746 3.323 1.143
61 N -3.090 -1.808 -3.460
62 O -1.502 -1.155 -0.424
63 C -8.516 -5.736 -1.329
64 C 6.336 2.065 1.001
65 H 0.473 4.381 8.497
66 C -0.187 5.202 6.617
67 C 7.488 2.712 0.583
68 H -2.894 -1.071 1.036
69 H -3.424 0.012 -1.424
70 C 1.143 -4.049 -0.695
71 N 0.479 2.702 5.575
72 H 5.282 3.908 -1.806
73 H -9.300 -7.260 -2.633
74 N 3.425 3.819 -0.943
75 H 4.272 -4.627 1.370
76 C 2.309 -3.417 -1.099
77 H -4.423 0.348 0.024
78 H -3.716 -0.302 -4.698
79 C 0.639 2.986 6.871
80 C 7.399 1.141 2.791
81 C -0.016 3.674 4.800
82 H 0.880 -0.661 0.368
83 C 0.698 0.006 -0.488
84 H -9.235 -5.909 -0.540

Total energy: -2770.771604 Eh
Orbital gap: 0.2948 Eh
HOMO energy: -5.79 eV
Total charge: -1

Mulliken charges, unit e, in atom order: C -0.092; C -0.313; C -0.032; C -0.360; C -0.600; C -0.730; C -0.433; H 0.387; H 0.357; H 0.381; C -0.315; H 0.242; H 0.428; C -0.227; C -0.268; H 0.387; C 0.559; N -0.541; C -0.661; C -0.319; H 0.393; C -0.483; C -0.901; H -0.424; N -0.506; H 0.205; C -0.302; H 0.365; C -0.193; H 0.382; Cl -0.578; H 0.352; H -0.050; C -0.087; H 0.359; H 0.346; H 0.581; H -0.212; H 0.453; H 0.346; C -0.288; F -0.728; H 0.311; C -0.278; H 0.322; In 0.965; N -0.583; H 0.351; H 0.376; C -0.194; H 0.376; C -0.303; H 0.183; H 0.347; C -0.010; H 0.441; H 0.377; C -0.326; H 0.316; I -0.223; N -0.142; O -0.315; C -0.242; C -0.237; H 0.348; C -0.320; C -0.114; H 0.223; H 0.084; C 0.000; N -0.504; H 0.472; H 0.355; N -0.451; H 0.352; C -0.341; H 0.420; H 0.446; C -0.235; C -0.263; C 0.379; H 0.273; C -0.878; H 0.365

H2O4S2 | ωB97M-V/def2-TZVPD

Element x y z (Å)
1 S -0.003 -0.499 0.197
2 O 0.006 -1.001 1.830
3 O 1.296 0.042 -0.018
4 O -0.425 1.905 -1.217
5 O -1.051 0.723 -0.991
6 H 0.260 1.541 -1.707
7 H 0.512 -0.390 2.348
8 S -0.594 -2.321 -0.442

ΔE to the lowest compared entry with this formula, charge and spin: 0.0 kcal/mol
Total energy: -1098.271717 Eh
Orbital gap (alpha / beta): 0.3287 / 0.2322 Eh
Multiplicity: 3
HOMO energy (alpha / beta): -8.51 / -9.96 eV
Expectation value of S²: 2.02

natural (NBO) charges, unit e, in atom order: S 1.533; O -0.892; O -0.918; O -0.374; O -0.345; H 0.462; H 0.495; S 0.039

C2H11N2O | ωB97M-V/def2-TZVPD

Element x y z (Å)
1 H 0.108 -6.553 38.023
2 H 1.009 1.098 -3.504
3 H 1.256 1.859 -6.029
4 H 2.132 0.367 -5.501
5 H -1.305 1.648 -5.368
6 C 0.357 0.888 -4.363
7 C 1.143 0.814 -5.655
8 H -0.071 -0.118 -4.186
9 H 0.658 -6.445 38.514
10 N 0.416 0.026 -6.594
11 H -0.622 0.245 -6.704
12 H -2.625 1.184 -6.684
13 N -0.595 1.922 -4.513
14 O -1.733 1.002 -6.338
15 H -1.020 2.184 -3.620
16 H 0.893 -0.120 -7.478

ΔE to the lowest compared entry with this formula, charge and spin: 176.3 kcal/mol
Total energy: -267.043800 Eh
Orbital gap: 0.2053 Eh
HOMO energy: -14.78 eV
Total charge: +1

natural (NBO) charges, unit e, in atom order: H 0.000; H 0.287; H 0.262; H 0.294; H 0.415; C -0.302; C -0.277; H 0.277; H 0.000; N -0.477; H 0.430; H 0.517; N -0.409; O -0.821; H 0.402; H 0.403

Max |F| across the listed records, respectively: 1.695; 3.919; 1.633 eV/A.